# C5H11NO

A cluster of 2 separate species, C5H11NO in total (wB97M-V/def2-TZVPD, the Open Molecules 2025 dataset).

Each line ends with the Mulliken charge.
CARTESIAN COORDINATES (ANGSTROEM)
H1 -0.369 -1.872 -0.803  0.35
O1 0.855 -1.625 0.954  -0.48
N1 -0.350 0.451 1.460  -0.47
H2 -1.218 0.392 -2.158  0.16
H3 2.015 0.096 -1.010  0.31
H4 -0.501 2.027 -2.136  0.24
H5 -1.102 0.607 3.394  0.27
C1 -0.134 0.483 2.898  -0.81
C2 0.400 -1.206 -0.410  0.10
H6 -1.081 1.294 -0.614  0.11
H7 0.359 -0.413 3.296  0.30
C3 0.127 -0.501 0.809  0.54
H8 2.209 -1.611 -1.478  0.36
C4 -1.261 1.380 -1.688  -0.78
H9 1.060 -0.575 -2.345  0.31
C5 1.489 -0.795 -1.363  -1.11
H10 -2.251 1.809 -1.855  0.31
H11 0.474 1.360 3.145  0.28

Computed properties:
ΔE to the lowest compared entry with this formula, charge and spin: 59.2 kcal per mole
Spin multiplicity: 1
SMILES: C/N=C1\O[C@@H]1C.C
Orbital gap: 10.86 eV


# C5H22N2O5

A cluster of 5 separate species, C5H22N2O5 in total in a non-equilibrium geometry (wB97M-V/def2-TZVPD, the Open Molecules 2025 dataset).

Each line ends with the Mulliken charge.
CARTESIAN COORDINATES (ANGSTROEM)
H1 -2.490 -1.005 2.104  0.31
H2 4.107 -0.848 0.384  0.33
H3 4.165 -1.492 -0.714  0.29
C1 -1.539 0.667 1.136  -0.61
O1 -0.542 3.328 0.042  -0.49
N1 -1.715 1.878 -1.606  -0.20
N2 -0.128 -1.012 0.117  -0.43
H4 2.189 -1.773 1.768  0.31
H5 0.392 -1.364 -0.651  0.28
H6 -1.123 4.038 -1.808  0.24
H7 0.211 2.683 -1.696  0.34
C2 -0.499 0.381 -0.067  0.08
H8 0.063 2.614 0.493  0.34
H9 -2.389 -1.860 -3.048  0.33
H10 0.330 1.090 0.224  0.05
H11 4.119 0.723 2.504  0.26
H12 -1.889 1.668 1.061  0.61
O2 3.619 -1.646 0.073  -0.59
H13 -3.634 -0.057 1.133  0.45
H14 -0.991 -2.649 -3.377  0.25
H15 -2.629 -1.249 0.436  0.27
H16 -2.573 1.826 -1.116  0.30
O3 4.190 -0.073 2.024  -0.74
C3 -1.125 0.602 -1.493  -0.44
H17 -0.749 0.546 1.906  0.37
O4 -1.457 -1.924 -3.335  -0.57
O5 2.668 -2.100 2.597  -0.69
H18 2.230 -3.000 2.716  0.32
C4 -0.829 2.970 -1.307  -0.40
H19 -1.904 -0.195 -1.624  -0.13
H20 -0.894 -1.670 0.179  0.20
H21 3.870 -1.019 2.170  0.50
H22 -0.343 0.337 -2.392  0.27
C5 -2.712 -0.414 1.167  -1.40

Computed properties:
ΔE to the lowest compared entry with this formula, charge and spin: 100.6 kcal per mole
Spin multiplicity: 1
SMILES: CC[C@@H](N)CNCO.O.O.O.O
Orbital gap: 9.06 eV


# C11H27ClN2O5S2

A structure of composition C11H27ClN2O5S2 in a non-equilibrium geometry (wB97M-V/def2-TZVPD, the Open Molecules 2025 dataset).

Each line ends with the Mulliken charge.
CARTESIAN COORDINATES (ANGSTROEM)
H1 1.106 -1.079 4.558  0.46
C1 2.707 -0.102 3.526  -1.15
N1 1.071 -1.910 2.656  -0.02
H2 0.233 4.288 -3.760  0.45
H3 3.293 -2.167 -0.018  0.36
H4 -0.925 2.826 -5.247  0.31
H5 1.262 -3.015 0.920  0.55
H6 -0.230 -1.618 0.166  0.22
C2 -0.514 3.645 -3.354  -0.80
H7 2.218 0.645 2.906  0.26
H8 -1.574 -0.731 0.813  0.47
H9 -0.241 -2.793 4.043  0.41
H10 1.799 1.333 0.517  0.18
H11 -0.671 -0.858 3.096  0.46
H12 3.664 -0.367 3.088  0.35
C3 1.848 -1.324 3.802  -0.38
C4 2.442 0.740 -0.142  -0.57
C5 0.400 -3.114 3.229  -1.09
H13 -5.306 1.801 -1.658  0.14
H14 -0.180 -3.597 2.453  0.48
H15 2.941 0.372 4.477  0.43
C6 -0.651 2.477 -4.278  -0.44
S1 -5.369 1.075 -2.793  0.91
S2 -2.814 1.699 -2.651  0.92
C7 -0.823 -1.470 1.060  -1.21
O1 -3.324 3.018 -2.874  -0.66
H16 0.341 2.093 -4.393  0.32
Cl1 0.133 3.191 -1.746  -0.16
O2 -6.182 -0.064 -2.536  -0.69
C8 1.933 -2.429 1.539  -0.74
O3 2.004 -0.621 -0.202  -0.33
H17 -2.058 0.932 -4.676  0.42
H18 2.473 -2.123 4.194  0.37
H19 -1.388 4.238 -3.274  0.41
H20 0.422 -0.007 2.033  0.27
H21 3.477 0.804 0.205  0.36
O4 -2.339 1.465 -1.328  -0.53
H22 2.633 -3.111 2.023  0.37
H23 2.376 1.177 -1.133  0.24
C9 -1.532 1.318 -3.834  -0.87
N2 -3.875 0.553 -3.031  -0.47
C10 -0.022 -0.977 2.228  -0.28
H24 -1.351 -2.397 1.284  0.34
H25 -0.946 0.505 -3.477  0.38
H26 3.494 -0.934 1.194  0.30
H27 1.166 -3.791 3.594  0.44
O5 -5.860 1.888 -3.842  -0.63
C11 2.739 -1.487 0.642  -0.55

Computed properties:
ΔE to the lowest compared entry with this formula, charge and spin: 15.8 kcal per mole
Spin multiplicity: 1
Orbital gap: 6.14 eV


# C27H38BIrN3O4SSi

A structure of composition C27H38BIrN3O4SSi (wB97M-V/def2-TZVPD, the Open Molecules 2025 dataset).

Each line ends with the Mulliken charge.
CARTESIAN COORDINATES (ANGSTROEM)
C1 0.912 -1.578 -2.353  -1.16
O1 -0.771 0.285 2.789  -0.64
B1 -1.993 -1.288 0.081  0.51
H1 3.146 -4.805 -0.391  0.52
H2 -5.194 -1.128 -2.461  0.52
H3 2.797 0.730 -2.431  0.36
C2 -4.403 -3.886 0.230  -1.10
C3 4.240 -0.647 -0.617  -1.91
H4 2.933 -0.255 1.797  0.25
H5 3.474 -2.637 1.562  0.36
H6 1.857 -2.569 2.253  -0.02
H7 -0.068 2.485 1.214  0.37
H8 0.558 -0.654 -2.800  0.39
C4 -0.590 -0.901 3.120  0.63
C5 -0.896 -1.379 4.525  -0.77
C6 -0.584 6.472 -1.601  -0.05
Ir1 -0.326 -0.286 0.647  1.12
N1 0.740 8.352 -0.058  -0.54
H9 4.338 -1.112 -1.599  0.42
H10 -1.729 2.543 -3.376  0.47
C7 -0.579 8.212 0.019  -0.34
C8 -1.294 7.286 -0.733  -0.02
S1 -1.425 5.265 -2.606  -0.17
H11 -0.226 -3.535 0.593  0.24
C9 -3.588 -2.796 0.031  0.62
H12 -4.174 -4.645 0.964  0.50
O2 -2.404 -2.463 0.682  -0.34
C10 1.402 7.581 -0.915  -0.37
C11 -4.983 -1.888 -1.722  -1.02
N2 -0.454 -2.813 4.630  -0.14
H13 0.147 -2.348 -2.447  0.34
C12 1.900 -3.120 0.121  2.46
H14 -0.289 -3.145 3.663  0.14
H15 2.537 -3.968 -1.809  0.39
H16 0.834 -4.951 0.519  0.55
C13 -1.143 1.399 -1.688  -0.10
H17 -1.969 -1.323 4.697  0.37
H18 0.309 -4.166 -0.958  0.34
C14 2.656 1.083 -1.409  -1.84
H19 -2.370 7.214 -0.647  0.42
H20 1.778 -1.900 -2.945  0.47
C15 0.789 6.625 -1.714  0.04
H21 1.367 6.028 -2.408  0.44
C16 -0.422 2.545 0.193  -0.64
H22 -1.357 0.450 -2.150  0.54
C17 2.930 -3.816 -0.803  -1.82
Si1 1.545 -1.409 -0.607  -0.33
N3 -0.661 1.368 -0.430  0.48
H23 2.473 7.735 -0.974  0.38
H24 2.611 -4.130 1.886  0.56
C18 -3.869 -1.832 -0.918  0.67
H25 1.799 0.997 1.251  0.12
C19 -0.617 3.758 -0.413  -0.81
O3 -0.182 -1.758 2.288  -0.69
H26 -1.156 -3.407 5.074  0.40
H27 4.975 0.162 -0.569  0.54
C20 -5.535 -3.960 -0.576  -0.61
H28 -6.209 -4.797 -0.462  0.43
H29 -0.404 4.664 0.135  0.42
C21 0.620 -3.976 0.070  -1.97
H30 3.528 1.286 1.179  0.55
C22 -5.819 -2.984 -1.529  -0.59
H31 -1.094 8.865 0.713  0.39
C23 -1.357 2.575 -2.360  -1.38
C24 -1.089 3.796 -1.731  1.26
H32 3.876 -3.283 -0.880  0.37
H33 1.683 1.571 -1.347  0.32
C25 2.766 0.514 1.040  -1.39
H34 0.415 -2.915 5.157  0.39
H35 4.512 -1.377 0.144  0.36
O4 -2.866 -0.867 -0.893  -0.64
H36 3.414 1.849 -1.222  0.52
H37 -0.388 -0.770 5.268  0.40
C26 2.837 -0.048 -0.388  2.29
H38 -6.709 -3.080 -2.135  0.43
C27 2.488 -3.100 1.538  -1.62

Computed properties:
Net charge: +2
ΔE to the lowest compared entry with this formula, charge and spin: 0.0 kcal per mole
Spin multiplicity: 2
Orbital gap (alpha / beta): 7.55 / 5.82 eV


# C34H21ClIN6O3Sc

A structure of composition C34H21ClIN6O3Sc in a non-equilibrium geometry (wB97M-V/def2-TZVPD, the Open Molecules 2025 dataset).

Each line ends with the Mulliken charge.
CARTESIAN COORDINATES (ANGSTROEM)
C1 0.265 -2.553 1.722  -0.63
H1 -4.087 -1.004 -4.420  0.45
C2 1.547 -3.670 -3.431  -0.56
C3 1.921 2.177 -0.212  0.34
C4 1.019 2.543 -1.252  0.37
H2 -3.225 5.000 3.549  0.42
C5 -2.119 2.033 2.319  1.03
N1 1.556 1.057 0.554  0.70
H3 2.542 -3.589 -0.184  0.38
Sc1 -0.426 0.424 0.211  -1.51
C6 1.030 -3.438 2.464  -0.94
H4 -2.486 0.933 -4.437  0.51
C7 -1.612 3.714 0.855  -0.03
H5 3.332 -6.525 -3.191  0.40
N2 -0.127 1.752 -1.373  0.96
C8 3.035 -5.133 -1.591  -0.67
C9 3.097 2.909 -0.051  -1.01
H6 2.054 -5.195 -4.830  0.40
C10 -2.757 4.288 2.883  -0.77
C11 -3.112 1.056 4.741  -0.60
C12 1.922 -0.971 1.741  0.40
H7 -3.151 -1.495 -0.266  0.55
H8 4.321 4.505 -0.768  0.40
C13 2.882 -5.590 -2.892  -0.37
C14 -0.917 1.768 -2.453  0.31
O1 -0.860 2.471 -3.461  -0.78
H9 -1.165 4.013 -0.085  0.42
H10 0.657 3.885 -2.874  0.48
C15 -2.100 0.616 2.555  -0.07
C16 1.670 -3.229 -2.111  0.17
C17 2.752 -1.793 2.502  -0.70
C18 -2.594 0.195 3.785  -0.43
C19 -2.222 4.672 1.683  -1.10
H11 -4.406 -2.245 -2.278  0.44
C20 -1.973 0.680 -2.386  0.58
C21 -3.551 -0.713 -3.528  -0.32
H12 -3.475 0.676 5.684  0.44
C22 2.434 -3.956 -1.193  -0.20
H13 0.974 -3.085 -4.133  0.51
H14 3.620 -5.699 -0.883  0.42
C23 -3.022 -0.994 -1.220  -0.09
C24 1.338 3.617 -2.082  -0.72
N3 0.350 -1.207 -1.279  -0.10
C25 0.971 -2.090 -1.678  0.60
C26 -2.702 2.930 3.257  -0.39
O2 3.675 0.556 1.371  -0.77
C27 2.519 4.316 -1.909  -0.74
N4 -1.558 2.435 1.156  0.30
C28 2.301 -3.046 2.867  -0.51
H15 2.924 -3.709 3.447  0.44
C29 -3.731 -1.405 -2.337  -0.99
I1 -2.497 -1.878 4.116  -0.02
H16 2.750 5.141 -2.567  0.39
H17 3.729 -1.416 2.760  0.55
N5 -2.155 0.017 -1.235  0.42
C30 2.154 -4.850 -3.813  -0.58
H18 -2.254 5.704 1.368  0.43
H19 0.631 -4.407 2.721  0.49
H20 3.783 2.641 0.735  0.47
N6 0.699 -1.349 1.361  0.74
C31 -3.172 2.404 4.479  0.70
O3 -1.654 -0.191 1.657  0.01
C32 2.476 0.336 1.210  0.32
C33 -2.671 0.350 -3.548  -0.96
C34 3.396 3.962 -0.898  -0.65
Cl1 -3.807 3.468 5.688  -0.28
H21 -0.738 -2.818 1.403  0.59

Computed properties:
ΔE to the lowest compared entry with this formula, charge and spin: 4.5 kcal per mole
Spin multiplicity: 1
Orbital gap: 6.65 eV